A 12-piece molecular cluster, C68H140N4O32P8 overall. Source: OMol25; level of theory: ωB97M-V/def2-TZVPD.

Structure (XYZ):
```
252
Properties=species:S:1:pos:R:3:forces:R:3
C 7.0186 -24.7737 -25.2357 0.33 0.17 -0.39
C 5.8491 -24.9915 -24.2778 0.26 2.94 -2.75
O 6.2881 -25.8256 -23.3076 -0.92 -3.07 3.09
P 5.1491 -26.3328 -22.2585 0.74 -1.71 -0.49
O 4.4176 -25.2533 -21.6000 -0.05 0.26 0.14
O 4.2496 -27.3653 -23.1180 0.12 -0.45 1.04
C 3.4446 -28.4357 -22.4652 -0.83 0.84 0.15
C 2.1147 -27.9448 -21.8579 0.48 0.23 -0.28
O 5.9636 -27.3402 -21.2939 -0.23 1.28 -1.36
C 6.9501 -26.8237 -20.3767 -0.02 -0.68 1.32
C 6.3879 -27.1473 -18.9991 -0.58 0.25 0.11
H 7.3692 -25.7134 -25.6625 -0.39 -0.27 -0.07
H 6.7496 -24.1199 -26.0654 -0.17 0.02 0.05
H 7.9366 -24.3667 -24.8119 -0.29 0.32 0.53
H 5.5033 -24.0626 -23.8242 0.20 0.36 -0.06
H 5.0118 -25.3133 -24.8970 -0.20 -0.79 0.28
H 3.1014 -29.1558 -23.2081 0.71 0.31 -0.58
H 4.0231 -29.0085 -21.7404 0.34 0.45 0.01
H 1.4604 -27.5312 -22.6253 0.07 -0.15 -0.19
H 1.6477 -28.8467 -21.4621 -0.18 0.12 0.20
H 2.1750 -27.1650 -21.0986 0.37 -0.24 0.18
H 7.8551 -27.4158 -20.5127 0.04 -0.01 -0.26
H 7.2344 -25.7770 -20.4847 -0.46 0.13 -0.36
H 7.0377 -26.9444 -18.1478 0.34 -0.33 -0.24
H 5.4692 -26.6019 -18.7831 -0.08 0.38 -0.31
H 6.0422 -28.1802 -19.0394 0.45 -0.20 0.34
C 10.4128 -28.9370 -18.8582 0.26 0.51 -0.01
C 10.1759 -29.1792 -17.3654 1.12 -1.39 -0.94
O 9.0558 -28.4506 -16.9947 -2.75 -0.02 1.78
P 8.3898 -28.8544 -15.5473 -1.01 1.02 -1.09
O 9.2725 -28.6098 -14.4203 0.69 -0.30 0.54
O 7.0642 -27.9076 -15.4796 1.18 -2.32 -0.93
C 7.3569 -26.5378 -15.1822 0.10 -0.62 0.74
C 6.0614 -25.8070 -15.1819 0.19 0.47 -0.45
O 7.8505 -30.3714 -15.7021 1.76 3.18 -1.21
C 7.3520 -30.9724 -14.5442 -1.43 -0.99 0.33
C 6.2507 -31.8141 -15.1974 -0.59 -0.61 1.19
H 9.5494 -29.1798 -19.4777 -0.40 -0.05 0.41
H 10.6206 -27.8784 -19.0137 0.11 0.08 -0.08
H 11.2144 -29.5113 -19.3227 0.31 -0.02 0.51
H 9.9963 -30.2454 -17.2272 -0.11 -0.22 0.07
H 10.9747 -28.9272 -16.6678 0.50 0.20 -0.49
H 7.8228 -26.5305 -14.1968 0.09 0.29 -0.07
H 8.0507 -26.1882 -15.9467 0.03 0.42 0.03
H 6.3451 -24.8125 -14.8374 -0.66 0.30 -0.07
H 5.6802 -25.8058 -16.2031 -0.14 0.36 -0.05
H 5.2856 -26.2480 -14.5559 0.36 -0.02 0.28
H 8.1458 -31.4574 -13.9762 0.03 -0.61 -0.44
H 6.9557 -30.2741 -13.8071 -0.30 0.40 -0.30
H 5.6859 -32.4106 -14.4810 0.24 -0.32 0.15
H 5.4779 -31.1835 -15.6371 0.34 0.37 -0.10
H 6.6406 -32.4566 -15.9868 0.14 0.01 0.17
C 14.8079 -27.3885 -23.6680 -0.44 0.52 -0.40
C 14.7172 -26.0454 -24.4236 1.18 -0.20 0.19
O 14.0381 -25.0670 -23.6265 -1.10 -0.07 0.12
P 12.4480 -24.9634 -23.4817 0.16 0.57 -0.37
O 11.7072 -24.5754 -24.7138 0.80 -0.19 1.59
O 12.3782 -23.9698 -22.1825 -0.13 -2.05 -1.51
C 12.8852 -22.6606 -22.3036 0.27 2.01 1.98
C 13.7144 -22.3189 -21.0204 0.55 -0.80 -0.99
O 12.0532 -26.3976 -22.8946 0.34 0.72 -0.24
C 10.7346 -26.6247 -22.4028 -0.25 -0.69 1.70
C 9.6492 -26.7073 -23.4220 0.43 0.95 -0.78
H 15.0585 -27.1995 -22.6241 -0.13 0.07 -0.03
H 13.8210 -27.8445 -23.7466 0.16 -0.24 0.32
H 15.5514 -28.0916 -24.0435 0.02 0.25 -0.36
H 15.6910 -25.5728 -24.5517 0.19 -0.29 0.03
H 14.3184 -26.1302 -25.4345 -0.49 -0.07 0.16
H 13.4521 -22.4578 -23.2122 -0.07 -0.31 -0.02
H 12.0322 -21.9852 -22.2370 -0.17 0.04 -0.60
H 14.6401 -22.8935 -21.0505 0.05 -0.31 0.10
H 14.0504 -21.2848 -20.9440 -0.50 0.09 -0.25
H 13.1882 -22.5802 -20.1023 -0.20 0.04 -0.13
H 10.7673 -27.5272 -21.7924 0.42 -0.38 -0.28
H 10.5410 -25.8795 -21.6312 -0.28 0.50 -0.17
H 9.6137 -25.7085 -23.8571 -0.67 0.03 -0.11
H 9.9188 -27.3358 -24.2708 -0.06 -0.41 0.25
H 8.7020 -26.9978 -22.9677 0.04 0.07 -0.14
C 10.3478 -24.5836 -13.3679 -0.32 0.54 -0.60
C 9.7482 -23.2234 -12.8738 0.86 -2.18 -0.82
O 9.0784 -23.3678 -11.6076 -1.54 -0.39 0.07
P 7.6704 -24.2017 -11.5963 -0.83 -0.62 -0.79
O 7.7194 -25.6546 -11.9570 0.08 2.41 0.50
O 7.0701 -23.8707 -10.1498 -0.17 0.22 -0.88
C 7.7563 -24.1235 -8.9326 0.60 -0.44 0.94
C 7.4123 -25.4714 -8.2955 0.08 -0.49 -0.72
O 6.6195 -23.3859 -12.5686 1.41 -1.47 0.85
C 6.3633 -21.9972 -12.4084 0.52 1.18 0.40
C 6.1033 -21.3686 -13.7746 -0.49 -0.40 0.53
H 11.1220 -24.9832 -12.7129 -0.06 0.17 0.01
H 9.6466 -25.3832 -13.6066 -0.43 0.20 0.69
H 10.7601 -24.4050 -14.3609 0.58 0.34 0.06
H 10.5982 -22.5516 -12.7539 -0.32 0.25 0.32
H 9.0787 -22.8527 -13.6500 -0.18 0.28 0.17
H 8.8192 -24.0215 -9.1518 0.15 -0.21 0.31
H 7.5084 -23.3549 -8.2005 -0.21 0.34 -0.39
H 6.3412 -25.6333 -8.1741 -0.08 0.35 -0.05
H 7.7623 -26.2858 -8.9298 0.04 -0.02 -0.09
H 7.8703 -25.6244 -7.3183 0.14 0.38 0.00
H 5.5650 -21.8645 -11.6781 -0.43 -0.09 -0.30
H 7.2085 -21.5112 -11.9210 0.41 -0.04 -0.09
H 6.0157 -20.2821 -13.7763 0.12 0.06 0.48
H 6.9225 -21.6113 -14.4513 -0.23 -0.23 -0.16
H 5.1200 -21.7125 -14.0956 0.32 -0.23 -0.53
C 2.3844 -25.0444 -14.3495 0.29 0.07 -0.11
C 2.5441 -23.6610 -13.7707 -0.32 -1.16 1.92
O 2.5110 -22.7231 -14.7890 -0.23 3.14 -0.73
P 2.1326 -21.1496 -14.4758 1.49 0.00 0.37
O 0.7607 -20.7632 -14.8804 1.49 -0.16 0.23
O 2.4855 -20.9606 -12.8863 0.53 -1.30 -2.38
C 1.7328 -20.0854 -12.0740 0.02 0.43 0.46
C 2.3091 -18.6794 -12.1614 -0.72 0.10 0.01
O 3.4375 -20.3361 -15.1231 -2.40 -1.18 2.48
C 3.5267 -20.0853 -16.5059 0.70 -1.12 -0.08
C 5.0361 -19.8822 -16.7963 -1.62 0.69 -0.33
H 3.2193 -25.2049 -15.0317 -0.11 -0.20 -0.15
H 2.4425 -25.7975 -13.5637 -0.01 0.04 0.04
H 1.4408 -25.1590 -14.8830 0.04 0.07 -0.01
H 1.7833 -23.4526 -13.0185 -0.46 -0.05 -0.14
H 3.4547 -23.5894 -13.1758 0.48 0.01 -0.31
H 0.7020 -20.2018 -12.4086 -0.17 0.60 0.31
H 1.8419 -20.4559 -11.0547 -0.15 -0.16 -0.02
H 2.1752 -18.3283 -13.1846 0.31 0.20 0.02
H 1.7754 -17.9972 -11.4997 -0.28 -0.03 -0.02
H 3.3466 -18.6182 -11.8328 0.08 -0.33 -0.33
H 3.0974 -20.9695 -16.9772 0.17 0.11 -0.73
H 2.8913 -19.2279 -16.7277 0.33 0.19 -0.30
H 5.3978 -19.2131 -16.0156 0.12 0.19 -0.24
H 5.6959 -20.7491 -16.8318 -0.51 -0.23 0.02
H 4.9919 -19.3905 -17.7681 0.82 0.13 -0.11
C 13.0191 -19.1696 -13.8334 1.13 -0.19 0.65
C 12.7438 -20.4342 -14.6024 -1.46 0.83 -0.44
O 13.7915 -21.3614 -14.3969 0.56 -1.45 -0.67
P 13.6237 -22.8158 -15.0919 -0.62 -1.52 0.38
O 12.4720 -23.0267 -16.0182 1.41 0.72 1.22
O 15.0667 -23.1400 -15.7272 -1.25 -0.15 1.41
C 15.4189 -22.6233 -16.9833 1.25 0.27 -2.11
C 16.2914 -23.6406 -17.7898 -0.84 0.89 0.74
O 13.5279 -23.8452 -13.8119 -1.60 2.03 -3.96
C 14.4544 -23.7970 -12.8077 1.64 -2.28 0.98
C 15.5310 -24.9204 -13.1661 0.85 1.34 0.82
H 13.3546 -19.4050 -12.8233 -0.34 -0.21 0.26
H 13.9190 -18.7128 -14.2451 -0.20 0.42 -0.31
H 12.1942 -18.4620 -13.7498 -0.01 -0.17 -0.39
H 11.7889 -20.8840 -14.3307 -0.08 -0.03 0.17
H 12.6616 -20.1939 -15.6624 0.03 -0.11 -0.10
H 14.5691 -22.3503 -17.6090 -0.41 -0.13 0.33
H 16.0101 -21.7173 -16.8504 -0.07 0.16 0.22
H 15.8665 -24.6244 -17.5906 0.46 -0.16 -0.11
H 16.2081 -23.4219 -18.8544 -0.11 0.00 0.00
H 17.3396 -23.5132 -17.5195 -0.06 -0.51 0.17
H 14.8271 -22.7887 -12.6273 0.55 -0.10 -0.26
H 13.8569 -24.0422 -11.9296 0.47 -0.30 0.39
H 15.2211 -25.9538 -13.3217 -0.84 0.29 0.31
H 16.1111 -24.6777 -14.0565 -0.44 0.41 -0.25
H 16.3232 -24.9451 -12.4178 -0.14 -0.07 0.44
C 3.2249 -20.8838 -20.6859 0.09 -0.89 -0.60
C 3.9331 -21.7981 -21.7492 -0.12 0.98 1.00
O 3.8438 -21.1445 -23.0589 1.43 -0.40 -0.17
P 5.1840 -20.5729 -23.8214 -0.84 0.02 1.41
O 6.3885 -21.4433 -23.8030 -1.20 0.86 -0.07
O 5.3663 -19.1001 -23.1593 -0.46 -1.13 -0.69
C 6.1136 -18.8575 -21.9748 1.74 0.53 -0.04
C 7.4246 -18.1035 -22.3588 -1.68 -0.35 1.19
O 4.5918 -20.2305 -25.2490 0.58 -0.91 1.24
C 3.4989 -19.3443 -25.4431 0.22 1.44 -1.52
C 3.7821 -18.7577 -26.8233 0.41 0.72 -0.09
H 2.1668 -20.8036 -20.9349 0.01 0.16 -0.16
H 3.2511 -21.3239 -19.6890 0.23 -0.26 -0.06
H 3.6460 -19.8837 -20.5829 0.17 -0.06 -0.35
H 4.9555 -22.0295 -21.4504 0.31 0.60 -0.23
H 3.5176 -22.8057 -21.7630 -0.61 0.24 -0.50
H 5.5553 -18.2500 -21.2625 -0.44 0.13 -0.37
H 6.3961 -19.7455 -21.4093 -0.15 -0.42 -0.33
H 8.0633 -18.7621 -22.9474 0.07 0.39 0.11
H 7.1509 -17.1564 -22.8237 0.22 -0.20 -0.49
H 7.8140 -17.8319 -21.3776 0.75 -0.14 -0.10
H 2.5160 -19.8154 -25.4454 0.27 -0.47 0.35
H 3.5208 -18.5123 -24.7393 -0.03 -0.30 0.35
H 4.7200 -18.2034 -26.8590 0.33 -0.14 0.55
H 3.9389 -19.5208 -27.5857 -0.65 -0.04 -0.04
H 3.0808 -17.9646 -27.0829 -0.54 -0.48 -0.28
C 9.2847 -22.4823 -21.9603 -0.24 0.00 -0.60
C 7.9861 -23.1372 -21.4721 1.22 1.41 -3.00
O 8.1256 -23.2415 -20.1382 -0.56 0.22 5.43
P 7.5768 -22.0913 -19.1145 -1.10 -1.08 -0.20
O 7.8719 -20.6965 -19.5144 -0.06 -0.92 0.49
O 5.9541 -22.3673 -19.1326 2.20 1.40 0.92
C 5.4987 -23.6768 -18.7917 0.74 -1.43 -0.32
C 4.3654 -23.6668 -17.7968 0.07 1.39 -0.45
O 8.1138 -22.5896 -17.6371 -1.66 0.60 -2.43
C 9.5155 -22.6375 -17.4516 2.21 -1.83 0.41
C 10.1901 -23.9915 -17.9671 -0.21 1.69 -0.43
H 9.5642 -21.5942 -21.3936 -0.43 0.07 0.23
H 10.0952 -23.1984 -21.8246 0.07 0.00 -0.38
H 9.1544 -22.1560 -22.9921 0.34 -0.28 -0.21
H 7.1379 -22.5214 -21.7712 -0.23 -0.29 -0.13
H 7.9597 -24.1427 -21.8920 -0.50 0.01 -0.12
H 5.2685 -24.1233 -19.7590 -0.55 -0.28 0.18
H 6.3426 -24.2489 -18.4061 0.08 -0.10 0.20
H 4.6475 -23.1143 -16.9006 0.27 -0.35 0.29
H 3.6227 -23.0066 -18.2448 -0.65 -0.45 0.04
H 3.9818 -24.6553 -17.5443 0.00 0.15 -0.20
H 10.0181 -21.7585 -17.8552 -0.09 0.00 -0.43
H 9.7248 -22.5822 -16.3834 -0.41 0.04 0.08
H 9.8136 -24.8962 -17.4896 -0.15 0.17 0.08
H 10.1001 -24.0557 -19.0515 -0.41 -0.20 0.01
H 11.2678 -23.9140 -17.8235 -0.16 0.13 0.49
C 7.9626 -17.2998 -14.9753 0.34 -0.44 -0.36
C 7.8953 -18.0011 -16.1809 0.49 0.51 0.33
C 8.4175 -19.2873 -16.2472 -1.18 -0.04 1.09
N 8.8415 -19.9309 -15.1583 0.55 -0.02 1.02
C 8.8860 -19.2762 -13.9695 -0.57 0.69 -1.49
C 8.4925 -17.9388 -13.8567 -0.23 -0.44 -0.25
H 7.6226 -16.2770 -14.9063 -0.13 0.05 -0.01
H 7.4690 -17.5581 -17.0688 -0.05 0.08 -0.04
H 8.2193 -19.8766 -17.1303 0.58 -0.10 -0.29
H 9.1531 -19.8120 -13.0707 0.29 -0.35 -0.11
H 8.5068 -17.4358 -12.9011 0.11 0.00 0.09
C 13.2527 -26.3365 -19.1785 0.80 0.16 0.94
C 13.3085 -26.0504 -17.8088 -0.31 -0.62 0.19
C 14.1076 -26.8218 -16.9454 0.79 -0.65 -1.51
N 14.9167 -27.8297 -17.4030 -0.93 1.33 -0.61
C 14.8826 -28.0284 -18.7373 -0.26 -0.26 0.87
C 14.0606 -27.3619 -19.6349 0.19 0.26 -0.14
H 12.7182 -25.6659 -19.8350 -0.30 -0.20 -0.19
H 12.6413 -25.2868 -17.4372 0.32 0.17 0.36
H 14.2275 -26.6038 -15.8944 -0.37 0.05 0.14
H 15.5375 -28.7968 -19.1208 0.15 -0.17 0.07
H 14.1304 -27.6067 -20.6845 -0.10 -0.02 -0.07
C 11.2308 -18.0315 -17.9647 2.14 0.20 0.48
C 10.8114 -18.8802 -18.9725 0.07 -1.11 -0.44
C 11.7020 -19.8435 -19.5316 -0.45 2.34 2.36
N 12.9680 -19.8515 -19.1163 0.75 -1.38 -0.52
C 13.4505 -19.0671 -18.1561 -2.66 2.70 -0.44
C 12.5905 -18.0676 -17.5605 0.21 -1.89 -1.12
H 10.6407 -17.2780 -17.4644 -0.55 -0.11 -0.30
H 9.7910 -18.8856 -19.3263 -0.18 0.08 0.03
H 11.2870 -20.5535 -20.2317 0.55 -0.21 -0.29
H 14.5191 -18.9606 -18.0417 0.18 -0.62 0.27
H 12.9935 -17.3742 -16.8371 -0.08 0.02 0.13
C 9.2690 -18.1479 -25.5073 -0.90 -2.64 0.79
C 8.5159 -19.3836 -25.5839 1.62 1.60 0.14
C 7.8983 -19.6969 -26.7669 -0.33 0.54 -0.10
N 7.9012 -18.8922 -27.8492 1.00 1.59 0.38
C 8.6312 -17.7469 -27.7632 -0.73 -0.75 1.25
C 9.3466 -17.3427 -26.5855 -0.38 -0.43 -1.92
H 9.8182 -17.9001 -24.6110 -0.01 -0.07 0.17
H 8.5702 -20.1030 -24.7803 -0.38 0.06 0.15
H 7.2758 -20.5777 -26.8225 0.12 -0.26 -0.18
H 8.5181 -17.0542 -28.5841 0.31 -0.14 -0.33
H 10.0605 -16.5333 -26.5461 -0.39 0.46 -0.36
```
Forces are in eV/Å.

Values from the calculation:
* HOMO energy: -9.22 eV
* LUMO: 0.0138 Eh
* structure (SMILES): CCOP(=O)(OCC)OCC.CCOP(=O)(OCC)OCC.CCOP(=O)(OCC)OCC.CCOP(=O)(OCC)OCC.CCOP(=O)(OCC)OCC.CCOP(=O)(OCC)OCC.CCOP(=O)(OCC)OCC.CCOP(=O)(OCC)OCC.c1ccncc1.c1ccncc1.c1ccncc1.c1ccncc1
* Kohn-Sham gap: 9.595 eV
* 2S+1: 1

Atomic partial charges in e from the Löwdin method, atoms 1 to 5:
1 C -0.054
2 C -0.336
3 O -0.176
4 P 0.473
5 O -0.216